Record 1
Below is C30H27Cl52F6N4O4 as an isolated structure in a non-equilibrium geometry, with properties calculated with ωB97M-V/def2-TZVPD.

Cartesian coordinates (Å):
C (3.20, 6.33, 2.58)
C (3.39, 6.17, 0.96)
O (2.83, 7.35, 0.29)
C (2.84, 4.74, 0.34)
N (2.48, 4.83, -1.14)
C (3.09, 3.70, -1.94)
N (4.30, 3.94, -2.56)
N (2.47, 2.32, -2.14)
C (2.93, 1.38, -1.06)
C (2.07, -0.01, -0.92)
C (2.74, -0.90, 0.32)
C (2.41, -2.50, -0.04)
C (2.32, -3.46, 1.29)
N (0.94, -4.13, 1.46)
C (0.96, 2.41, -2.25)
C (0.53, 3.98, -2.65)
C (0.99, 4.93, -1.37)
C (0.50, 6.47, -1.79)
O (1.29, 7.34, -2.46)
C (-1.04, 7.00, -1.41)
F (-1.35, 8.25, -2.19)
F (-2.01, 5.97, -1.87)
C (-1.12, 7.37, 0.19)
F (-0.92, 8.86, 0.27)
F (-0.07, 6.72, 1.02)
C (-2.56, 7.06, 0.90)
F (-2.97, 5.62, 0.88)
F (-3.68, 7.91, 0.38)
C (-2.35, 7.42, 2.53)
O (-2.21, 8.65, 3.01)
O (-2.26, 6.27, 3.50)
H (4.27, 6.29, 3.08)
H (2.77, 7.40, 2.87)
H (2.49, 5.54, 3.08)
H (4.56, 6.17, 0.75)
H (3.09, 8.21, 0.74)
H (3.70, 3.95, 0.57)
H (1.93, 4.40, 1.02)
H (5.12, 4.40, -2.08)
H (4.40, 3.60, -3.57)
H (4.04, 1.05, -1.35)
H (3.05, 1.89, 0.01)
H (2.23, -0.63, -1.91)
H (0.95, 0.14, -0.62)
H (2.14, -0.69, 1.33)
H (3.88, -0.68, 0.43)
H (3.21, -2.93, -0.77)
H (1.36, -2.60, -0.59)
H (2.46, -2.80, 2.24)
H (3.09, -4.37, 1.24)
H (0.79, -4.38, 2.46)
H (0.17, -3.44, 1.24)
H (0.60, 1.76, -3.18)
H (0.38, 2.17, -1.26)
H (-0.65, 3.96, -2.77)
H (0.98, 4.32, -3.68)
H (0.33, 4.63, -0.45)
H (-1.63, 5.57, 3.12)
C (4.99, 1.96, 3.14)
Cl (4.24, 2.17, 4.75)
Cl (4.06, 2.88, 1.93)
Cl (6.67, 2.55, 3.19)
Cl (4.98, 0.23, 2.71)
C (-4.91, 2.96, -1.26)
Cl (-3.64, 4.21, -1.33)
Cl (-5.79, 2.92, -2.81)
Cl (-4.17, 1.37, -0.96)
Cl (-6.06, 3.34, 0.05)
C (3.25, 10.19, -3.12)
Cl (4.05, 8.60, -3.02)
Cl (1.83, 10.22, -2.05)
Cl (4.40, 11.46, -2.62)
Cl (2.74, 10.49, -4.80)
C (1.98, -7.53, 3.23)
Cl (0.40, -7.00, 3.85)
Cl (2.32, -9.19, 3.79)
Cl (1.97, -7.50, 1.45)
Cl (3.25, -6.44, 3.84)
C (3.41, -13.51, 4.29)
Cl (1.83, -13.95, 4.98)
Cl (4.70, -14.10, 5.37)
Cl (3.59, -14.26, 2.68)
Cl (3.52, -11.74, 4.13)
C (3.53, -14.58, -1.61)
Cl (2.45, -13.59, -0.60)
Cl (5.18, -14.52, -0.94)
Cl (2.96, -16.27, -1.62)
Cl (3.54, -13.95, -3.27)
C (-2.40, 7.24, -5.90)
Cl (-4.09, 6.95, -6.40)
Cl (-1.30, 6.39, -7.01)
Cl (-2.06, 8.99, -5.95)
Cl (-2.16, 6.64, -4.24)
C (1.83, -18.93, -4.29)
Cl (0.64, -17.65, -4.62)
Cl (3.42, -18.44, -4.93)
Cl (1.96, -19.19, -2.53)
Cl (1.31, -20.44, -5.08)
C (-9.89, 4.23, 1.39)
Cl (-10.98, 5.22, 2.40)
Cl (-8.24, 4.30, 2.06)
Cl (-10.46, 2.55, 1.38)
Cl (-9.88, 4.87, -0.27)
C (-11.57, 0.83, 4.85)
Cl (-11.68, -0.17, 3.38)
Cl (-11.02, 2.46, 4.42)
Cl (-13.18, 0.92, 5.62)
Cl (-10.41, 0.09, 5.99)
C (7.55, -11.24, -0.17)
Cl (6.30, -11.71, 1.01)
Cl (6.77, -10.72, -1.68)
Cl (8.52, -9.90, 0.49)
Cl (8.61, -12.64, -0.50)
C (1.08, -7.44, -2.81)
Cl (0.87, -9.08, -3.47)
Cl (2.15, -7.51, -1.38)
Cl (1.81, -6.39, -4.04)
Cl (-0.51, -6.79, -2.33)
C (-14.74, 6.85, 3.02)
Cl (-15.83, 7.84, 4.03)
Cl (-13.09, 6.91, 3.69)
Cl (-15.31, 5.16, 3.01)
Cl (-14.73, 7.48, 1.36)

Properties
Net charge: +1
E_LUMO in eV: -5.192
Highest occupied orbital energy in Eh: -0.40886
Gap between HOMO and LUMO in eV: 5.934
ΔE to the lowest compared entry with this formula, charge and spin in kcal/mol: 295.6


Record 2
Below is C30H27Cl5N3PRuS2Te as an isolated structure, with properties calculated with ωB97M-V/def2-TZVPD.

Cartesian coordinates (Å):
Ru (-0.05, 0.01, -0.96)
S (1.13, -1.19, -2.42)
C (2.16, -2.26, -1.52)
C (2.93, -3.21, -2.21)
C (3.76, -4.06, -1.51)
C (3.81, -3.98, -0.11)
C (3.04, -3.07, 0.57)
C (2.20, -2.20, -0.13)
S (1.22, -1.02, 0.70)
H (2.87, -3.26, -3.29)
H (4.36, -4.79, -2.03)
H (4.46, -4.65, 0.45)
H (3.08, -3.01, 1.65)
Cl (-1.68, -2.83, -2.44)
C (-2.20, -1.25, -2.95)
C (-1.59, -0.10, -2.43)
C (-2.14, 1.10, -2.88)
Cl (-1.49, 2.57, -2.22)
C (-3.19, 1.20, -3.78)
Cl (-3.79, 2.73, -4.27)
C (-3.76, 0.03, -4.28)
Cl (-5.06, 0.11, -5.39)
C (-3.26, -1.20, -3.85)
Cl (-3.98, -2.64, -4.44)
C (-2.90, -1.54, 3.16)
N (-3.22, -2.24, 1.84)
C (-4.52, -1.65, 1.28)
N (-4.43, -0.24, 1.16)
C (-4.11, 0.36, 2.45)
N (-2.85, -0.13, 2.99)
C (-1.70, 0.31, 2.20)
P (-1.77, -0.31, 0.45)
C (-2.09, -2.08, 0.86)
C (-3.51, 0.19, 0.10)
H (-1.95, -1.94, 3.51)
H (-3.70, -1.82, 3.85)
H (-3.37, -3.24, 2.02)
H (-5.31, -1.93, 1.98)
H (-4.70, -2.12, 0.31)
H (-4.91, 0.13, 3.16)
H (-4.06, 1.44, 2.34)
H (-0.77, -0.03, 2.66)
H (-1.68, 1.40, 2.18)
H (-1.18, -2.50, 1.30)
H (-2.33, -2.63, -0.05)
H (-3.83, -0.23, -0.86)
H (-3.55, 1.28, 0.00)
Te (0.71, 2.57, 0.29)
C (1.95, 2.63, 1.98)
C (2.52, 3.88, 2.23)
C (3.37, 4.05, 3.30)
C (3.65, 2.99, 4.15)
C (3.07, 1.75, 3.91)
C (2.22, 1.56, 2.83)
C (2.25, 2.34, -1.14)
C (2.08, 2.93, -2.38)
C (3.01, 2.67, -3.38)
C (4.10, 1.85, -3.12)
C (4.27, 1.29, -1.86)
C (3.34, 1.53, -0.86)
H (2.30, 4.72, 1.57)
H (3.82, 5.02, 3.48)
H (4.32, 3.12, 4.99)
H (3.29, 0.92, 4.57)
H (1.79, 0.59, 2.65)
H (1.24, 3.58, -2.59)
H (2.89, 3.12, -4.36)
H (4.82, 1.64, -3.90)
H (5.12, 0.66, -1.66)
H (3.45, 1.07, 0.12)

Properties
Spin multiplicity: 2
⟨S²⟩: 0.774
Net charge: +1
E_LUMO (alpha / beta) in eV: -3.747 / -3.305
Highest occupied orbital energy (alpha / beta) in Eh: -0.36396 / -0.37640
Gap between HOMO and LUMO (alpha / beta) in eV: 6.157 / 6.937
ΔE to the lowest compared entry with this formula, charge and spin in kcal/mol: 31.8